A 7-piece molecular cluster, C39H33FN6O15 overall at a distorted geometry. Source: the OMol25 dataset; level of theory: ωB97M-V/def2-TZVPD.

Geometry as XYZ:
```
94
Properties=species:S:1:pos:R:3:forces:R:3
C -25.92574 28.52120 18.31303 -1.212 -0.304 0.696
C -26.73108 27.41028 18.24879 1.211 -1.488 -1.342
C -26.12915 26.18299 17.80186 -1.438 1.376 0.528
C -24.75854 26.07580 17.61981 -2.093 0.549 0.881
C -23.95191 27.19638 17.90994 0.243 -2.330 -0.764
C -24.56250 28.36728 18.21932 1.028 1.442 -0.128
N -24.28261 24.76818 17.22660 0.278 -3.429 -1.343
O -23.08084 24.67823 17.01122 -0.809 0.229 0.321
O -25.06215 23.74720 17.06298 1.780 3.738 0.816
H -26.43667 29.45395 18.50098 0.483 0.340 0.120
H -27.79907 27.48257 18.39224 -0.014 -0.121 -0.068
H -26.84312 25.41054 17.55700 0.488 -0.493 0.106
H -22.88410 27.05706 17.82774 0.075 0.318 0.063
H -23.91646 29.22402 18.34192 -0.025 0.171 0.104
C -22.42772 18.84370 11.02090 -0.485 -0.310 0.549
C -21.52461 17.98160 11.65952 -0.907 2.524 -0.198
C -20.67588 17.31265 10.86344 2.042 -1.828 -0.993
C -20.78408 17.23576 9.47119 -0.961 0.629 1.043
C -21.87072 17.92462 8.86218 1.522 0.373 0.123
C -22.60311 18.82973 9.64792 0.292 -1.103 -0.051
N -19.67686 16.52452 8.76368 -0.086 -0.356 -1.812
O -18.77097 15.93399 9.35990 -1.585 1.083 -0.294
O -19.75579 16.58280 7.52742 0.190 -0.103 1.561
H -23.01687 19.49572 11.64874 -0.084 0.237 -0.113
H -21.30192 18.17203 12.69901 -0.181 -0.534 0.178
H -19.81632 16.83214 11.30692 0.076 -0.216 -0.014
H -22.04626 17.96014 7.79714 0.262 -0.387 -0.083
H -23.30875 19.47917 9.15125 -0.103 -0.004 0.099
C -17.97918 24.45807 3.12913 -1.386 -0.226 -0.698
C -18.59780 24.45704 1.87189 0.470 0.356 -0.431
C -19.71536 23.67965 1.58438 -0.067 0.180 1.217
C -20.32118 23.00427 2.65366 0.792 -0.136 0.857
C -19.81873 23.05835 3.97423 0.171 0.332 -1.674
C -18.63410 23.78512 4.12730 0.204 -0.784 1.166
N -21.51705 22.22052 2.37787 -3.825 -0.079 -1.081
O -22.36431 21.99679 3.28067 2.565 0.302 -1.233
O -21.79140 21.97896 1.17909 1.153 0.175 2.128
H -17.08332 24.96097 3.46220 0.103 0.302 -0.783
H -18.23867 25.09595 1.07865 0.312 -0.096 -0.116
H -20.16625 23.67351 0.60302 0.046 -0.086 0.064
H -20.31967 22.53129 4.77278 0.060 0.046 0.001
H -18.06678 23.81514 5.04581 -0.599 -0.286 0.587
C -18.54744 12.07750 16.50759 0.245 -0.941 0.449
C -17.88725 12.63626 15.44366 1.336 1.859 0.785
C -16.62446 13.27937 15.66655 1.527 -1.918 1.449
C -15.93703 13.08103 16.92698 -3.128 -0.674 0.410
C -16.67075 12.46562 18.02860 -0.262 1.324 -2.176
C -17.97542 11.97067 17.78059 1.402 0.727 -0.012
N -14.56546 13.60875 17.26092 -0.146 -0.026 -1.399
O -13.72956 13.70951 16.36777 -1.002 -0.182 0.353
O -14.36722 13.90011 18.41180 0.010 0.024 0.534
H -19.50129 11.62966 16.27091 -0.242 0.016 0.406
H -18.47795 12.72843 14.54423 0.577 0.109 -0.414
H -15.98284 13.68916 14.90052 -0.417 0.296 -0.370
H -16.28892 12.60847 19.02870 0.180 -0.558 0.010
H -18.52581 11.55181 18.61006 -0.083 -0.056 -0.029
C -30.20788 18.95536 9.13669 0.837 0.191 -1.197
C -30.45791 19.55040 7.85214 0.737 -0.820 1.595
C -29.72692 19.18662 6.72344 -0.399 0.275 0.776
C -28.79843 18.15779 6.85536 0.360 -0.643 0.265
C -28.54999 17.55956 8.09300 0.334 0.572 0.470
C -29.18162 18.00064 9.27756 -1.125 0.196 -1.906
N -28.06589 17.63297 5.62925 0.977 -0.500 1.287
O -28.49268 18.01096 4.57573 -0.223 0.199 -0.711
O -27.09369 16.87402 5.76910 -1.523 1.079 0.214
H -30.72454 19.30970 10.01640 -0.227 -0.002 -0.049
H -31.18487 20.34487 7.76991 -0.056 0.003 0.023
H -29.91241 19.81087 5.86187 0.301 -0.606 -0.480
H -27.76797 16.82297 8.20384 -0.042 -0.188 -0.393
H -28.97097 17.48684 10.20386 0.053 0.240 0.110
C -12.35797 9.78389 8.77740 -1.643 0.939 2.114
C -13.01375 10.88272 9.41803 0.995 -1.361 -1.167
C -12.26260 11.98066 9.77378 -1.707 0.911 1.535
C -10.91540 11.95871 9.71716 2.045 0.043 -1.019
C -10.28407 10.89130 9.10183 1.394 0.268 1.394
C -10.98765 9.77617 8.71609 -0.084 -0.072 -1.097
N -10.08921 13.15146 10.20458 -0.349 0.648 -0.463
O -10.67516 14.16986 10.46798 -1.867 0.266 0.236
O -8.88734 13.14754 10.25753 1.002 -1.948 -0.360
H -12.96394 8.90063 8.63936 0.161 -0.135 -0.525
H -14.05889 10.81315 9.68114 -0.083 0.191 -0.289
H -12.72674 12.80969 10.28728 -0.148 0.159 -0.089
H -9.20633 10.85067 9.15856 0.161 0.140 -0.349
H -10.47265 8.92720 8.29133 0.125 -0.043 0.078
C -28.53348 24.68277 11.30289 1.136 -1.977 -1.333
C -28.23800 26.09190 11.47563 -0.516 1.009 0.070
O -26.82145 26.21611 11.35287 -0.333 1.186 1.170
C -26.37699 25.19621 10.64632 2.044 -1.224 -4.135
O -25.31300 25.09001 10.02072 -3.078 0.423 2.843
O -27.42539 24.35311 10.41868 -0.016 -1.284 0.299
F -28.65755 26.39912 12.70470 0.086 1.251 1.189
H -29.47703 24.41332 10.82833 0.200 0.280 -0.143
H -28.45891 24.15065 12.25125 0.193 -0.044 0.006
H -28.74179 26.72497 10.74520 0.291 0.374 0.044
```
Forces are in eV/Å.

Summary:
E_LUMO = -0.99 eV
SMILES = O=[N+]([O-])c1ccccc1.O=[N+]([O-])c1ccccc1.O=[N+]([O-])c1ccccc1.O=[N+]([O-])c1ccccc1.O=[N+]([O-])c1ccccc1.O=[N+]([O-])c1ccccc1.O=C1OC[C@@H](F)O1
maximum force = 4.77 eV Å⁻¹
E_tot = -83328.4146 eV
E_HOMO = -9.99 eV
gap between HOMO and LUMO = 8.99 eV
total charge = 0

***

C39H34BrNO3PSSr as an isolated structure. Source: the OMol25 dataset; level of theory: ωB97M-V/def2-TZVPD.

Geometry as XYZ:
```
81
Properties=species:S:1:pos:R:3:forces:R:3
Sr -0.08527 0.56167 -0.47795 0.597 -0.190 -0.068
O -1.55697 1.96816 -1.80028 -0.169 0.273 0.066
C -2.33513 1.88355 -0.80669 0.114 0.099 0.199
O -2.50338 0.80091 -0.17823 -0.044 0.166 0.061
C -2.89049 3.15237 -0.20535 -0.231 -0.136 -0.232
C -4.24312 3.44952 -0.32184 -0.028 -0.057 -0.022
C -4.75450 4.60851 0.23864 0.033 -0.004 -0.004
C -3.91724 5.47151 0.93423 0.026 0.014 0.010
C -2.57247 5.16755 1.06813 -0.059 -0.027 -0.030
C -2.04219 4.01123 0.49469 -0.039 0.181 0.089
P -0.28186 3.58940 0.71426 -0.033 -0.461 -0.167
C 0.61283 4.81605 -0.28657 -0.023 0.093 -0.001
C 2.00562 4.86928 -0.19225 -0.011 0.047 -0.016
C 2.72876 5.75453 -0.97639 0.020 -0.023 0.069
C 2.07232 6.58172 -1.87940 -0.034 0.026 -0.022
C 0.69090 6.51883 -1.99362 0.012 0.000 0.000
C -0.03862 5.64335 -1.19756 0.012 0.015 -0.015
C 0.04667 4.05106 2.44371 0.095 0.053 0.042
C -0.22982 3.08708 3.41412 0.014 0.044 0.034
C -0.01957 3.35809 4.75768 -0.017 -0.019 -0.015
C 0.48667 4.59174 5.14474 -0.002 -0.010 0.022
C 0.77181 5.55303 4.18613 0.009 0.052 -0.054
C 0.55115 5.28830 2.84022 -0.028 -0.074 0.067
H -4.89512 2.76449 -0.85097 0.024 0.031 0.016
H -5.80792 4.83525 0.13908 0.009 0.003 0.001
H -4.31180 6.37612 1.37834 -0.006 -0.015 -0.003
H -1.92520 5.83240 1.62791 -0.013 -0.005 0.003
H 2.52657 4.23005 0.51307 -0.016 -0.007 -0.004
H 3.80699 5.79920 -0.88093 -0.027 0.004 -0.008
H 2.63692 7.27562 -2.49062 -0.020 -0.025 0.021
H 0.17194 7.16034 -2.69510 0.025 -0.015 0.012
H -1.11783 5.60961 -1.28803 0.048 -0.011 -0.003
H -0.62491 2.12149 3.11522 -0.010 0.007 -0.005
H -0.24985 2.60589 5.50309 0.007 0.024 -0.018
H 0.65714 4.80390 6.19290 -0.005 -0.002 -0.030
H 1.16364 6.51797 4.48423 -0.015 -0.037 -0.003
H 0.77170 6.04769 2.10108 0.022 0.004 -0.028
C -0.98525 -1.41462 5.24785 -0.034 -0.016 -0.049
C 0.01057 -0.82424 4.29089 0.024 0.003 0.057
C 1.24952 -0.34789 4.70785 0.023 0.025 -0.070
C 2.13209 0.21069 3.79536 0.028 -0.009 0.148
C 1.72463 0.26427 2.48049 -0.032 0.003 -0.091
Br 2.86177 1.04301 1.16674 -0.012 0.004 -0.004
N 0.56222 -0.18316 2.04214 -0.105 0.053 -0.018
C -0.27790 -0.71528 2.93747 -0.017 0.014 -0.010
H -0.54007 -1.57964 6.22645 0.017 0.000 0.008
H -1.36223 -2.36965 4.88014 0.000 0.029 0.012
H -1.84076 -0.74886 5.37444 0.008 -0.011 -0.004
H 1.52721 -0.40947 5.75291 0.006 0.002 -0.002
H 3.09639 0.59567 4.09449 -0.030 -0.008 -0.003
H -1.23264 -1.05734 2.54952 0.032 0.001 0.008
O 1.40121 -0.93865 -1.62243 -0.316 0.040 0.298
S 2.09938 -1.78299 -2.65760 0.281 -0.010 -0.289
C 1.88562 -0.86037 -4.22072 -0.058 0.002 0.014
C 2.14511 0.60538 -4.06880 -0.079 0.007 -0.001
C 3.40292 1.13859 -4.33064 0.029 -0.018 0.002
C 3.64556 2.49128 -4.13415 -0.010 0.031 0.006
C 2.63354 3.32169 -3.67198 0.053 -0.017 -0.020
C 1.36678 2.80424 -3.43136 -0.079 0.020 0.010
C 1.12127 1.45276 -3.63693 0.093 -0.017 -0.054
C 3.85150 -1.49921 -2.30797 -0.046 -0.059 -0.070
C 4.76327 -2.20156 -3.27908 -0.011 -0.073 -0.032
C 5.88145 -1.53913 -3.77901 -0.055 0.061 0.026
C 6.74456 -2.17755 -4.65644 0.018 -0.031 -0.024
C 6.49303 -3.48440 -5.05320 0.051 0.040 -0.024
C 5.38411 -4.15299 -4.55865 -0.065 0.023 0.053
C 4.52520 -3.51810 -3.67060 0.047 -0.018 -0.005
H 0.84151 -1.05788 -4.47266 0.029 -0.013 -0.015
H 2.51112 -1.35660 -4.96494 0.076 0.034 0.062
H 4.18993 0.49588 -4.71071 -0.031 0.015 0.020
H 4.62419 2.89910 -4.35654 -0.029 -0.010 0.013
H 2.82039 4.37678 -3.52168 -0.011 -0.033 -0.006
H 0.56178 3.45728 -3.11097 0.035 -0.077 0.000
H 0.11092 1.07265 -3.52473 0.005 -0.001 0.067
H 3.96332 -1.87290 -1.28765 -0.014 -0.011 0.006
H 4.00623 -0.41955 -2.29788 -0.018 0.011 0.013
H 6.08262 -0.51908 -3.46675 -0.006 -0.051 -0.026
H 7.61640 -1.65504 -5.02968 -0.031 -0.012 0.007
H 7.16407 -3.98200 -5.74208 -0.022 0.024 0.026
H 5.18772 -5.17475 -4.85614 0.003 0.013 0.003
H 3.67509 -4.06286 -3.27488 0.015 0.022 -0.006
```
Forces are in eV/Å.

Summary:
energy above the lowest of the compared OMol25 structures with the same formula, charge and spin = 0.0000 eV
E_LUMO = -2.28 eV
maximum force = 0.63 eV Å⁻¹
E_tot = -139629.1457 eV
E_HOMO = -10.72 eV
gap between HOMO and LUMO = 8.44 eV
total charge = +1